# C5H8IN2

A gas-phase ion, C5H8IN2 (charge +1) in a non-equilibrium geometry (ωB97M-V with the def2-TZVPD basis set, OMol25).

The geometry in XYZ format:
```
16
Properties=species:S:1:pos:R:3:forces:R:3
C -1.395 1.847 0.032 0.284 1.220 0.930
C 0.040 1.580 0.124 -2.453 -2.024 -0.991
C -2.181 0.801 -0.062 0.266 -2.338 -0.094
C -0.064 -1.988 0.244 -0.594 -0.557 -0.684
C 1.830 0.080 -0.275 1.393 1.615 -1.123
N -0.371 -0.651 -0.213 -3.959 1.795 -0.510
N 0.445 0.325 -0.091 -0.825 0.374 1.243
I -3.848 -0.370 -0.157 1.017 0.979 -0.007
H -1.795 2.955 0.147 0.765 -2.532 -0.367
H 0.732 2.314 0.011 1.731 1.993 -0.183
H 0.239 -1.847 1.266 -0.192 -0.729 0.833
H -0.969 -2.714 0.077 1.752 1.665 0.453
H 0.814 -2.379 -0.286 -0.269 -0.219 -0.130
H 2.367 -0.349 0.496 0.382 -0.775 2.595
H 1.929 -0.750 -0.999 0.265 1.461 -0.794
H 2.228 1.146 -0.314 0.437 -1.929 -1.172
```
Positions in Å, forces in eV/Å.

## Properties
Kohn-Sham gap (spin up / spin down) ... 7.4 / 7.4 eV
Multiplicity ... 1
Total charge ... +1
Calculated total energy ... -16383.0298 eV
ΔE to the lowest compared entry with this formula, charge and spin ... 5.397 eV


# C5H8IN2O

A gas-phase ion, C5H8IN2O (charge +1) in a non-equilibrium geometry (ωB97M-V with the def2-TZVPD basis set, OMol25).

The geometry in XYZ format:
```
17
Properties=species:S:1:pos:R:3:forces:R:3
C 0.918 0.670 0.888 -0.022 -1.107 -1.206
C -0.976 1.134 -0.170 -5.034 4.122 1.346
C 0.579 -0.206 -1.296 0.651 -0.868 0.977
C 1.088 -0.608 0.131 -5.125 1.585 -0.204
C 0.121 -1.629 0.770 0.876 -3.416 -0.490
N -0.064 1.457 0.730 0.567 0.225 1.057
N -0.717 0.512 -1.241 1.175 -2.118 -0.713
O -2.257 1.766 0.013 3.556 -2.738 -1.441
I -2.447 3.139 1.432 -0.154 0.290 0.359
H 1.661 0.955 1.529 1.819 0.866 1.890
H 1.275 0.460 -1.729 0.898 0.848 -0.621
H 0.580 -1.093 -1.910 -0.711 -0.189 -0.336
H 2.013 -1.000 0.149 3.398 -0.799 -0.205
H 0.397 -2.762 0.383 -0.566 2.901 1.043
H -0.864 -1.460 0.386 -0.736 0.076 0.090
H 0.079 -1.668 1.884 0.275 0.200 -0.909
H -1.386 0.332 -1.949 -0.867 0.121 -0.638
```
Positions in Å, forces in eV/Å.

## Properties
SMILES ... C[C@@H]1C=NC(OI)=[NH+]C1
Kohn-Sham gap ... 8.3 eV
Multiplicity ... 1
Total charge ... +1
Calculated total energy ... -18434.1974 eV
ΔE to the lowest compared entry with this formula, charge and spin ... 0.959 eV


# C5H8IP

A single C5H8IP molecule in a non-equilibrium geometry (ωB97M-V with the def2-TZVPD basis set, OMol25).

The geometry in XYZ format:
```
15
Properties=species:S:1:pos:R:3:forces:R:3
C -1.027 -0.513 0.199 -1.229 1.725 -0.913
C 0.136 0.169 0.348 -1.258 -1.635 -0.553
C -2.353 0.260 -0.104 0.663 0.196 1.710
C 0.146 1.645 0.207 -3.678 -1.519 1.843
C 1.492 -0.501 0.278 0.054 1.251 6.088
P -2.413 1.821 0.861 2.828 0.456 -1.099
I -2.096 0.975 3.107 -0.072 -0.035 0.169
H -1.359 -1.519 0.027 1.564 -1.023 0.393
H -2.389 0.578 -1.151 -0.260 -0.226 -0.020
H -3.250 -0.300 0.231 0.466 -0.089 -0.671
H 0.604 2.193 1.008 0.514 0.609 -0.435
H 0.146 1.742 -0.847 0.427 1.679 -0.886
H 2.247 0.150 0.888 -1.162 -0.790 -1.160
H 1.834 -0.499 -0.675 1.128 -0.834 -2.875
H 1.492 -1.406 0.948 0.015 0.234 -1.592
```
Positions in Å, forces in eV/Å.

## Properties
Kohn-Sham gap (spin up / spin down) ... 7.8 / 7.8 eV
Multiplicity ... 1
Calculated total energy ... -22701.1323 eV
ΔE to the lowest compared entry with this formula, charge and spin ... 2.367 eV